# 1
# C19H17Cl2N3O5S

An isolated molecule of C19H17Cl2N3O5S in a non-equilibrium geometry (ωB97M-V/def2-TZVPD, OMol25).

```
47
Properties=species:S:1:pos:R:3:forces:R:3:lowdin_charge:R:1
C -3.407332 -2.922649 -0.336908 0.0 0.0 0.1 -0.012
C -3.538600 -1.637808 0.390369 0.0 0.6 0.3 -0.309
N -3.073518 -1.475585 1.599731 0.2 -1.0 0.0 0.111
O -3.330539 -0.189013 1.969339 -0.3 0.9 -0.2 0.016
C -3.980125 0.428157 0.955831 -0.2 -1.5 -0.8 -0.349
N -4.269482 1.768631 1.083138 0.3 0.7 -0.2 0.008
S -3.330751 2.818462 0.098623 0.1 -0.2 0.3 0.689
O -3.211829 4.027295 0.851341 0.1 -0.1 0.3 -0.279
O -3.927448 2.860492 -1.197848 0.2 -0.3 -0.1 -0.275
C -1.797869 1.911106 0.037508 -0.6 0.5 -0.2 -0.289
C -0.992650 1.892113 1.160872 0.2 0.0 0.1 -0.045
C 0.074566 1.018447 1.209806 -0.1 0.0 -0.1 0.008
C 0.317585 0.150795 0.141821 -0.4 0.2 -0.2 -0.189
N 1.370516 -0.748514 0.271103 0.1 0.1 0.5 0.159
C 1.796524 -1.701282 -0.597244 0.5 -0.1 0.2 -0.428
O 1.318062 -1.956716 -1.676656 -0.1 -0.1 -0.2 0.089
C 3.001915 -2.474141 -0.039050 -0.2 -0.2 -0.3 -0.080
O 3.752098 -1.704578 0.873322 0.2 0.0 0.1 -0.093
C 4.449232 -0.626359 0.403801 0.1 0.3 0.1 -0.299
C 5.013505 -0.521236 -0.861270 -0.2 -0.2 0.2 0.008
C 5.753324 0.593479 -1.214498 0.0 0.2 0.1 -0.090
C 5.934169 1.620987 -0.303629 -0.2 -0.3 0.1 -0.677
Cl 6.859635 3.007168 -0.738939 0.1 0.2 -0.1 0.690
C 5.364942 1.551775 0.959758 0.0 -0.1 -0.2 -0.117
C 4.621740 0.437912 1.297577 0.0 -0.2 -0.2 -0.574
Cl 3.863498 0.346462 2.845435 -0.1 0.1 0.2 0.746
C -0.485244 0.203339 -0.997303 0.0 -0.1 -0.1 0.023
C -1.548432 1.085336 -1.041114 0.1 0.1 0.0 -0.042
C -4.143948 -0.440137 -0.089525 -0.1 0.5 0.7 -0.175
C -4.815989 -0.222309 -1.396725 -0.1 0.0 0.1 -0.021
H -2.767553 -2.789369 -1.208202 0.0 -0.1 -0.1 0.084
H -4.383251 -3.261814 -0.678349 0.0 -0.1 0.0 0.086
H -2.969198 -3.669223 0.317886 0.0 -0.1 0.0 0.081
H -4.232317 2.084797 2.042414 0.0 0.2 0.1 0.125
H -1.213716 2.557709 1.980100 0.0 0.0 0.2 0.123
H 0.710598 0.985739 2.081814 0.1 0.0 0.1 0.108
H 1.874168 -0.695701 1.151617 0.0 -0.1 -0.2 0.116
H 3.598141 -2.861816 -0.870011 -0.1 0.1 0.1 0.129
H 2.628397 -3.325563 0.538573 0.1 0.1 -0.1 0.148
H 4.884382 -1.310582 -1.583623 0.0 -0.1 -0.1 0.119
H 6.189685 0.660463 -2.197813 0.0 0.0 -0.1 0.110
H 5.487864 2.357941 1.664571 0.0 0.1 0.1 0.109
H -0.282891 -0.458125 -1.822948 0.0 0.0 0.0 0.106
H -2.197544 1.143140 -1.899462 -0.1 -0.1 -0.2 0.117
H -4.919479 0.841779 -1.588761 -0.1 -0.1 -0.2 0.060
H -4.238496 -0.683430 -2.195891 0.0 0.0 -0.1 0.085
H -5.806352 -0.677559 -1.390575 -0.1 0.0 -0.1 0.089
```
Forces are in eV/Å.

Values from the calculation:
Charge ... 0
Energy above the lowest of the compared OMol25 structures with the same formula, charge and spin ... 1.275 eV
SMILES string ... Cc1noc(NS(=O)(=O)c2ccc(NC(=O)COc3ccc(Cl)cc3Cl)cc2)c1C
HOMO level ... -8.99 eV
Frontier orbital gap ... 9.2 eV


# 2
# C9H20ClN

A cluster of 2 separate species, C9H20ClN in total in a non-equilibrium geometry (ωB97M-V/def2-TZVPD, OMol25).

```
31
Properties=species:S:1:pos:R:3:forces:R:3:lowdin_charge:R:1
C -0.861144 3.572041 2.077186 -0.3 0.4 0.4 -0.118
C -0.289908 2.874970 0.853864 0.4 0.1 0.6 -0.251
C -0.540576 1.372178 0.895305 -0.3 -0.3 -0.2 -0.199
C -0.072684 0.732996 -0.394433 -0.1 -0.4 0.2 -0.141
N -0.152637 -0.773828 -0.442536 -0.1 0.7 0.2 -0.293
C 0.253308 -1.215454 -1.820526 0.0 -0.4 -0.3 -0.122
C 0.706075 -2.669442 -1.643528 -0.4 0.2 -0.2 -0.137
C 1.093797 -2.803629 -0.156301 0.1 0.2 -0.3 -0.135
C 0.880183 -1.393910 0.426998 0.9 -1.2 0.0 -0.111
C -1.512695 -1.251939 -0.107739 0.3 -0.4 0.4 0.021
H -0.490162 4.594436 2.167118 0.0 0.0 -0.1 0.073
H -0.606393 3.085600 3.022568 0.2 -0.2 -0.2 0.074
H -1.953049 3.632752 2.055416 0.0 -0.1 -0.1 0.072
H 0.788369 3.053774 0.843211 0.0 -0.1 -0.2 0.122
H -0.692906 3.334569 -0.049838 0.0 -0.2 -0.1 0.117
H -1.604656 1.191832 1.079675 0.0 0.0 0.0 0.112
H 0.009573 0.912301 1.721551 0.0 0.2 0.1 0.122
H 0.992615 0.903780 -0.509264 0.2 0.5 -0.7 0.049
H -0.672705 1.035523 -1.251984 0.3 0.4 0.0 0.145
H -0.599098 -1.132598 -2.493460 -0.1 0.2 0.1 0.135
H 1.053894 -0.540709 -2.147046 0.2 -0.1 0.1 0.039
H -0.106716 -3.346359 -1.910054 0.1 -0.1 0.0 0.106
H 1.526991 -2.860921 -2.329287 0.1 -0.1 0.1 0.120
H 0.498349 -3.530762 0.394158 -0.1 -0.1 -0.2 0.107
H 2.134107 -3.112847 -0.100061 0.0 0.1 0.3 0.118
H 0.587494 -1.461706 1.470303 -0.2 0.4 0.0 0.132
H 1.820263 -0.853218 0.304532 -0.2 0.4 0.0 0.118
H -1.677730 -1.108019 0.956859 -0.1 0.1 0.0 0.104
H -1.542738 -2.321585 -0.300870 -0.2 0.0 -0.2 0.106
H -2.249871 -0.695166 -0.676505 0.0 -0.1 -0.2 0.116
Cl 3.280647 0.775342 -1.935314 -0.5 -0.3 0.3 -0.601
```
Forces are in eV/Å.

Values from the calculation:
Charge ... 0
Energy above the lowest of the compared OMol25 structures with the same formula, charge and spin ... 0.000 eV
HOMO level ... -7.25 eV
Frontier orbital gap ... 7.3 eV


# 3
# C13H31NNiO7P2S

A structure of composition C13H31NNiO7P2S in a non-equilibrium geometry (ωB97M-V/def2-TZVPD, OMol25).

```
56
Properties=species:S:1:pos:R:3:forces:R:3:lowdin_charge:R:1
Ni -2.059263 0.721979 -2.186282 -4.6 1.0 -3.7 0.388
C -0.678419 3.982683 1.653832 0.3 -0.3 0.4 -0.047
C -0.598814 3.661925 0.168615 -0.9 1.4 0.6 -0.471
C -0.448939 4.925256 -0.664247 0.2 0.0 -0.4 -0.036
O 0.550066 2.851727 -0.041408 0.8 -1.7 -1.0 -0.172
P 0.373499 1.458934 -0.840368 0.8 1.0 0.6 0.624
O -0.517786 1.535314 -2.036594 5.3 2.8 0.8 -0.377
C -0.241637 0.315991 0.393173 1.1 -0.6 0.6 -0.254
P -0.781080 -1.169008 -0.455016 0.4 -0.5 1.2 0.611
O -1.274262 -0.812245 -1.821332 2.6 -5.5 1.6 -0.396
O 0.496043 -2.151264 -0.430227 -1.2 0.9 -1.0 -0.154
C 0.817359 -3.025329 0.640753 0.8 -1.1 0.8 -0.462
C 1.234258 -2.295472 1.908296 -0.3 0.4 0.2 -0.041
C 1.945147 -3.928443 0.152904 0.0 0.0 -0.5 -0.035
O -1.854523 -1.826749 0.552006 1.2 0.7 -0.8 -0.186
C -2.948538 -2.649100 0.155924 -1.5 -1.0 -0.1 -0.443
C -3.610523 -2.285357 -1.165913 0.2 0.1 -0.4 -0.059
C -2.555156 -4.119419 0.182664 0.3 -0.1 0.2 -0.049
O 1.886537 1.015158 -1.172695 -2.1 0.3 -0.5 -0.150
C 2.945815 1.241122 -0.257969 1.4 0.2 0.3 -0.472
C 3.680724 2.514909 -0.656787 -0.2 0.4 -0.1 -0.039
C 3.884184 0.044606 -0.330478 -0.2 -0.4 -0.1 -0.035
H -1.539988 4.618511 1.878702 0.1 -0.1 -0.1 0.092
H 0.231235 4.487482 1.997449 -0.1 0.1 -0.2 0.086
H -0.763912 3.060133 2.238280 -0.1 0.3 -0.2 0.056
H -1.507362 3.128367 -0.131866 0.3 0.0 0.0 0.102
H 0.468896 5.462902 -0.401219 -0.1 -0.1 0.1 0.086
H -1.301308 5.597062 -0.525381 0.1 -0.1 0.0 0.087
H -0.371384 4.674112 -1.727473 -0.1 0.0 0.1 0.084
H -1.127217 0.768258 0.851160 2.0 -0.3 0.2 -0.025
H 0.484960 0.150865 1.185851 0.4 -0.2 -0.2 0.080
H -0.040339 -3.658663 0.864763 -0.1 0.1 0.0 0.110
H 2.022212 -1.563766 1.708988 0.0 -0.1 0.0 0.075
H 1.595267 -2.996176 2.668133 -0.1 0.0 -0.2 0.093
H 0.385675 -1.756044 2.339332 0.1 -0.1 0.0 0.079
H 2.830787 -3.342444 -0.115419 -0.1 0.0 0.1 0.079
H 1.638421 -4.466769 -0.750652 0.0 0.0 0.2 0.087
H 2.227854 -4.661933 0.914237 -0.1 0.2 0.0 0.088
H -3.705048 -2.502968 0.936144 0.3 0.2 0.1 0.144
H -2.980575 -2.561486 -2.017592 -0.1 0.1 0.1 0.087
H -3.815202 -1.212178 -1.222718 0.0 -0.2 0.0 0.054
H -4.557666 -2.823066 -1.282836 0.1 0.0 0.3 0.094
H -1.770100 -4.331322 -0.550282 -0.1 0.0 -0.1 0.088
H -3.412757 -4.764325 -0.034212 0.1 0.2 0.0 0.091
H -2.166562 -4.393558 1.169254 -0.1 0.0 -0.1 0.082
H 2.556576 1.333480 0.761531 -0.1 0.1 0.0 0.135
H 4.050379 2.447132 -1.686337 0.0 -0.2 0.2 0.093
H 4.528362 2.708620 0.007491 -0.1 -0.1 0.0 0.088
H 3.013087 3.381085 -0.624944 0.1 -0.1 0.1 0.073
H 4.289575 -0.077167 -1.341350 -0.1 0.2 0.1 0.094
H 3.346123 -0.879041 -0.100579 0.0 0.1 0.1 0.055
H 4.717601 0.149041 0.370700 -0.1 0.1 -0.1 0.091
O -2.278553 1.492796 2.041071 -1.0 -0.3 -0.2 -0.545
S -3.122271 1.035141 0.901537 0.4 0.3 -1.4 0.833
N -2.371543 0.985962 -0.404809 -5.0 1.6 3.3 -0.517
H -1.799913 0.502739 -3.665807 -0.8 0.2 -0.7 -0.044
```
Forces are in eV/Å.

Values from the calculation:
Charge ... 0
Expectation value of S² ... 2.010
Spin multiplicity ... 3
HOMO level (spin up / spin down) ... -7.04 / -8.44 eV
Frontier orbital gap (spin up / spin down) ... 7.2 / 8.5 eV


Which energy belongs to each record? In order, -70565.88811, -23669.58994, -100263.37035 eV.